Entry 1:
The following is a quantum chemistry calculation of a cluster of 2 separate species, C17H26BrNO5 in total, from the OMol25 dataset.

```
50
C17H26BrNO5 ωB97M-V/def2-TZVPD
C -0.73482 1.38258 3.35019
C -1.24790 2.78665 3.05813
O -1.22452 3.05511 1.65201
C -2.28703 2.66418 0.92414
O -3.34349 2.31232 1.40072
C -2.01159 2.78374 -0.54990
C -2.37199 1.51714 -1.35288
C -1.12168 0.86357 -1.97388
C -0.50196 -0.10564 -1.01532
C 0.70786 0.03738 -0.45788
C 1.21952 -0.96693 0.49160
O 2.40391 -1.03542 0.77185
C 0.21148 -1.88575 1.09598
Br 0.79407 -2.77388 2.64357
C -1.00435 -2.08140 0.55389
C -2.06805 -2.98790 1.12248
C -3.48608 -2.48138 0.87409
N -3.53356 -1.06431 1.25888
C -1.28446 -1.34153 -0.71394
O -2.07567 -1.76937 -1.53476
H 0.35594 1.37652 3.36851
H -1.07209 1.06972 4.33863
H -1.07766 0.68021 2.59303
H -2.23929 2.95727 3.47179
H -0.57742 3.52165 3.50185
H -2.62590 3.61531 -0.90264
H -0.97263 3.07436 -0.68821
H -3.06340 1.78273 -2.15012
H -2.88776 0.81150 -0.70536
H -1.35974 0.36059 -2.90952
H -0.39073 1.65174 -2.15970
H 1.36021 0.87004 -0.69447
H -1.90224 -3.00312 2.20269
H -1.94429 -4.01723 0.78029
H -3.75683 -2.54436 -0.17420
H -4.19882 -3.10202 1.42687
H -4.37692 -0.62058 0.91410
H -3.56896 -0.96963 2.26760
C 3.96326 -0.75748 -3.18762
C 4.81526 0.01304 -2.18929
C 5.89969 -0.86247 -1.57998
O 3.99995 0.58304 -1.17044
H 3.45816 -1.58912 -2.68781
H 3.19754 -0.10992 -3.61616
H 4.56910 -1.16437 -3.99864
H 5.27877 0.86342 -2.69293
H 5.44852 -1.69571 -1.03466
H 6.50014 -0.28900 -0.87412
H 6.55825 -1.27135 -2.34799
H 3.57021 -0.14392 -0.70046
```

Computed properties:
Structure (SMILES) = CCOC(=O)CCCC1=CC(=O)C(Br)=C(CCN)C1=O.CC(C)O
E = -3668.3421 a.u.
LUMO energy = -1.30 eV
Frontier orbital gap = 0.307 Ha
HOMO level = -0.35447 Eh



Entry 2:
The following is a quantum chemistry calculation of a cluster of 11 separate species, C17H26Cl24O3 in total at a distorted geometry, from the OMol25 dataset.

```
70
C17H26Cl24O3 ωB97M-V/def2-TZVPD
Cl 6.67105 -0.58034 0.58508
C 5.55428 0.49926 1.40591
Cl 6.14863 0.87783 3.06682
Cl 3.93563 -0.16638 1.56628
H 5.48874 1.41358 0.85687
Cl -4.65030 4.49324 -0.90995
C -3.24415 4.40221 0.10058
Cl -1.73589 4.06634 -0.73235
Cl -3.53540 3.19851 1.35085
H -3.14247 5.38749 0.53908
Cl -5.93352 -0.71002 1.15125
C -5.61072 -1.12308 2.81528
Cl -7.14314 -1.27500 3.64036
Cl -4.49327 -0.04407 3.71243
H -5.09013 -2.09888 2.83586
Cl 0.92986 -4.48628 3.49304
C 0.06805 -3.16509 4.25735
Cl 0.61585 -1.60313 3.65822
Cl 0.33499 -3.27840 6.00107
H -0.98771 -3.31704 4.04743
Cl 1.03094 2.53590 -2.50897
C -0.01457 1.93195 -3.85335
Cl 0.97889 1.47254 -5.25063
Cl -1.14595 3.25987 -4.22022
H -0.54046 1.10859 -3.42223
Cl 3.42776 4.62391 1.36371
C 2.25248 4.21581 2.55988
Cl 2.78191 2.64714 3.30023
Cl 0.61628 4.12238 1.95376
H 2.23733 4.92812 3.36167
Cl 0.37205 -3.49640 -2.22577
C 1.95353 -2.78790 -2.64865
Cl 2.74562 -2.27259 -1.19207
Cl 1.71560 -1.51345 -3.83127
H 2.52544 -3.59650 -3.13869
Cl -2.85987 -0.05808 -4.53991
C -3.66226 -0.33811 -2.99976
Cl -5.24453 -1.03863 -3.14678
Cl -3.73505 1.14052 -2.05760
H -3.00890 -1.06463 -2.49073
C -2.47838 -4.22386 0.47569
C -3.36393 -4.18779 1.67325
C -4.82601 -4.47025 1.39893
O -2.87919 -4.09862 2.79654
H -2.99099 -3.73184 -0.35958
H -2.24411 -5.24813 0.19587
H -1.56444 -3.72372 0.72754
H -5.31347 -4.28500 2.34759
H -5.01922 -5.49643 1.15085
H -5.11378 -3.73164 0.63486
C -0.01211 0.34758 0.48844
C -1.18211 -0.32730 -0.06142
C -2.28700 -0.61000 0.86211
O -1.21413 -0.57595 -1.24280
H 0.67519 0.62502 -0.26850
H 0.52117 -0.39039 1.10937
H -0.29621 1.18015 1.14340
H -1.98110 -1.32936 1.63067
H -3.05677 -1.08131 0.24670
H -2.61681 0.32604 1.38612
C 5.61695 1.47070 -2.56248
C 6.02724 2.72335 -1.89381
C 6.53206 3.88399 -2.70633
O 5.92600 2.86608 -0.68711
H 5.18699 1.56230 -3.57985
H 4.87010 0.92789 -1.98834
H 6.48749 0.80185 -2.63836
H 6.00439 3.83179 -3.65511
H 7.61923 3.79166 -2.82795
H 6.36633 4.86202 -2.25036
```

Computed properties:
Structure (SMILES) = ClC(Cl)Cl.ClC(Cl)Cl.ClC(Cl)Cl.ClC(Cl)Cl.ClC(Cl)Cl.ClC(Cl)Cl.ClC(Cl)Cl.ClC(Cl)Cl.CC(C)=O.CC(C)=O.CC(C)=O
E = -11933.6446 a.u.
LUMO energy = 0.32 eV
Frontier orbital gap = 0.376 Ha
HOMO level = -0.36414 Eh



Entry 3:
The following is a quantum chemistry calculation of a structure of composition C17H26F6IrNOP at a distorted geometry, from the OMol25 dataset.

```
53
C17H26F6IrNOP ωB97M-V/def2-TZVPD
C -2.69030 -2.78631 -0.68961
C -1.50739 -2.43683 -1.33203
C -0.68420 -1.40157 -0.85303
C -1.07729 -0.74347 0.32681
C -2.30787 -1.03837 0.91701
C -3.06909 -2.11551 0.46482
C 0.60038 -1.10799 -1.56177
C 0.51679 -0.95835 -3.10608
N -0.20959 0.20577 -3.52899
Ir 0.11343 0.57144 1.44758
C -2.76945 -0.22340 2.07812
P -1.75561 1.33046 2.04419
H -1.18853 -2.98756 -2.21441
H -3.96344 -2.40465 1.01966
H -3.32136 -3.58857 -1.07108
H -2.60507 -0.72332 3.04646
H -3.83052 0.03524 2.01349
H 1.06279 -0.21193 -1.15019
H 1.30899 -1.92742 -1.36340
H 1.55259 -0.82457 -3.46035
C -2.11954 2.20200 3.56281
C -2.50252 2.29021 0.69281
H 0.08859 -1.85010 -3.58296
C -1.47987 0.13501 -4.17093
C 0.46710 1.46548 -3.59531
H 0.37034 2.34838 1.37702
H -1.38159 0.14868 -5.27705
H -2.01828 -0.77000 -3.85570
H -2.07782 1.02418 -3.88252
H 0.91222 1.61516 -4.59552
H -0.25827 2.26988 -3.41017
H 1.26458 1.50629 -2.83731
H -3.44948 2.72513 1.02714
H -1.80012 3.08783 0.43544
H -2.67265 1.65612 -0.18372
H -3.20583 2.25493 3.72332
H -1.64528 1.67609 4.39798
H -1.70578 3.21196 3.47283
H 0.32241 2.12805 0.61219
C 3.56596 -1.78289 1.16551
C 3.07777 -0.37369 1.53631
O 1.82197 -0.17836 1.01882
C 3.10895 -0.19283 3.10346
F 4.34981 -0.39968 3.62394
F 2.68641 1.02720 3.51389
F 2.27973 -1.11999 3.66160
C 3.99991 0.66710 0.76525
F 5.32298 0.50939 1.02965
F 3.83122 0.46462 -0.57751
F 3.66382 1.95345 1.01112
H 2.87582 -2.51843 1.58987
H 4.57849 -1.95005 1.54337
H 3.55368 -1.89422 0.07722
```

Computed properties:
E = -1837.4472 a.u.
LUMO energy (spin up / spin down) = -5.21 / -9.72 eV
Frontier orbital gap (spin up / spin down) = 0.296 / 0.211 Ha
HOMO level (spin up / spin down) = -0.48747 / -0.56818 Eh
Multiplicity = 6
Total charge = +2



Entry 4:
The following is a quantum chemistry calculation of a structure of composition C17H26F6NOPZn at a distorted geometry, from the OMol25 dataset.

```
53
C17H26F6NOPZn ωB97M-V/def2-TZVPD
C -2.03131 3.56655 -1.62908
C -2.28650 3.00274 -0.37172
C -1.48982 1.94872 0.11870
C -0.41406 1.43747 -0.64602
C -0.19738 1.99780 -1.93484
C -0.99101 3.05452 -2.41744
C -1.77491 1.33630 1.47365
C -2.17041 -0.15871 1.50338
N -1.53056 -1.06912 0.48744
Zn 0.57752 -0.39283 -0.12728
C 0.85518 1.33705 -2.80717
P 0.64421 -0.48938 -2.50419
H -3.11533 3.38441 0.23822
H -0.80491 3.47038 -3.41546
H -2.65125 4.38957 -2.00107
H 1.87834 1.58874 -2.46752
H 0.76801 1.60160 -3.87625
H -0.87487 1.45595 2.09502
H -2.58831 1.88719 1.97896
H -1.91665 -0.55863 2.49773
C 2.12197 -1.30550 -3.24142
C -0.70005 -0.92401 -3.70122
H -3.26655 -0.26702 1.38402
C -2.39447 -1.11774 -0.71695
C -1.43789 -2.43520 1.06158
H 2.02684 0.13708 -0.38905
H -3.38843 -1.53824 -0.46047
H -2.51851 -0.10010 -1.11431
H -1.91521 -1.75577 -1.47230
H -2.45036 -2.84942 1.17057
H -0.82977 -3.09422 0.40782
H -0.97712 -2.37121 2.05795
H -0.39050 -0.67116 -4.73072
H -0.93136 -2.00090 -3.64765
H -1.60315 -0.34674 -3.44577
H 2.18225 -1.13094 -4.32994
H 3.02259 -0.90662 -2.74741
H 2.07256 -2.38940 -3.04406
H 1.27697 -1.85819 0.15542
C 1.75130 0.72649 3.68987
C 1.83218 -0.36079 2.59725
O 0.73757 -0.12411 1.72232
C 3.21903 -0.23568 1.89993
F 4.23989 -0.37942 2.82460
F 3.39919 -1.21103 0.93719
F 3.35639 1.01322 1.31706
C 1.66784 -1.75234 3.26738
F 2.68035 -1.98289 4.18330
F 0.46096 -1.81745 3.94169
F 1.69746 -2.76428 2.32700
H 1.84294 1.73787 3.24051
H 2.55582 0.60380 4.44649
H 0.77330 0.68156 4.21427
```

Computed properties:
Relative energy (zero: lowest compared OMol25 entry of this formula, charge and spin) = 2.617 eV
E = -3513.0674 a.u.
LUMO energy (spin up / spin down) = -1.68 / -1.65 eV
Frontier orbital gap (spin up / spin down) = 0.239 / 0.223 Ha
HOMO level (spin up / spin down) = -0.30063 / -0.28302 Eh



Entry 5:
The following is a quantum chemistry calculation of a structure of composition C17H26FN4O2ScSe2 at a distorted geometry, from the OMol25 dataset.

```
53
C17H26FN4O2ScSe2 ωB97M-V/def2-TZVPD
Sc 0.72281 0.17784 -0.12215
O 2.99297 0.40425 -0.13837
C 3.99792 -0.39176 0.56415
C 3.49372 -1.86753 0.36433
C 4.71124 -2.77975 0.65753
O 4.40900 -4.17986 0.72740
C 3.08709 -2.20560 -1.05641
Se 1.34435 -1.65366 -1.92894
C 2.32027 -2.13567 1.31647
Se 1.24623 -0.70010 2.31189
H 3.14948 1.34454 0.01410
H 3.99224 -0.11384 1.63016
H 5.00558 -0.21095 0.11805
H 5.20982 -2.40738 1.58207
H 5.46544 -2.69651 -0.19893
H 5.17067 -4.61141 1.16491
H 2.90605 -3.28634 -1.05058
H 3.87963 -1.92008 -1.79172
H 2.64125 -2.82572 2.09676
H 1.54944 -2.50029 0.64570
F -0.40317 6.12200 -1.73739
C -0.14916 4.81906 -1.30400
C -0.19014 4.47478 0.01578
C 0.29786 3.16927 0.37301
C 0.64425 2.28383 -0.57870
C 0.69190 2.58948 -1.93996
C 0.28752 3.85938 -2.27352
H -0.42610 5.20309 0.82126
H 0.39831 2.96182 1.44988
H 1.09246 1.88582 -2.68346
H 0.34893 4.14200 -3.35753
C -2.45946 0.24353 -1.25078
N -1.64052 -0.13167 0.01828
C -2.00785 -1.54037 0.34152
N -3.42541 -1.71224 0.59359
C -4.08684 -1.40376 -0.74497
N -3.91130 0.00025 -1.10513
C -4.36197 0.85514 -0.00251
N -3.67897 0.60282 1.26788
C -2.18665 0.76020 1.15601
C -3.96539 -0.76769 1.66115
H -2.08627 -0.29022 -2.11043
H -2.35817 1.31696 -1.36454
H -1.32540 -1.76928 1.15941
H -1.67367 -2.18970 -0.45458
H -5.15083 -1.67604 -0.58163
H -3.64864 -2.11884 -1.43477
H -5.40049 0.58565 0.23112
H -4.25347 1.90977 -0.28778
H -1.73738 0.55375 2.09158
H -1.99316 1.79632 0.87288
H -5.01612 -0.97231 1.62758
H -3.51987 -1.00298 2.62436
```

Computed properties:
E = -6696.3242 a.u.
LUMO energy = 0.33 eV
Frontier orbital gap = 0.298 Ha
HOMO level = -0.28598 Eh